# 1
Formula: C4H7NO
Source: the Open Molecules 2025 dataset
Level of theory: the ωB97M-V functional and the def2-TZVPD basis

The geometry in XYZ format:
```
13
Properties=species:S:1:pos:R:3:mulliken_charge:R:1
C 2.014 -0.292 0.337 -1.05
C 0.630 0.130 -0.092 0.65
O 0.327 1.402 -0.371 -0.45
C -0.396 -0.724 -0.111 -0.54
C -1.735 -0.047 -0.115 -0.19
N -1.394 1.163 -0.843 -0.34
H 2.781 -0.018 -0.389 0.31
H 2.035 -1.381 0.477 0.28
H 2.271 0.172 1.297 0.27
H -0.313 -1.792 -0.133 0.30
H -2.167 0.123 0.896 0.19
H -2.420 -0.700 -0.676 0.27
H -1.635 1.965 -0.277 0.30
```

Properties
Energy above the lowest of the compared OMol25 structures with the same formula, charge and spin: 90.5 kcal per mole
Total charge: 0
HOMO: -8.216 eV
Max |F|: 2.38 eV/A
Total energy: -7795.719 eV
LUMO energy: 0.28 eV
Spin multiplicity: 1

***

# 2
Formula: C17H23N3O3
Source: the Open Molecules 2025 dataset
Level of theory: the ωB97M-V functional and the def2-TZVPD basis

The geometry in XYZ format:
```
46
Properties=species:S:1:pos:R:3:mulliken_charge:R:1
C 1.595 3.962 -2.123 -0.80
O 0.246 3.766 -1.770 -0.48
C -0.191 2.491 -1.569 0.52
C 0.589 1.349 -1.684 -0.70
C 0.017 0.115 -1.437 -0.75
C -1.314 -0.025 -1.074 -0.54
C -1.852 -1.340 -0.767 0.03
N -3.119 -1.714 -1.068 0.51
N -3.400 -2.952 -0.682 -1.18
C -2.300 -3.400 -0.107 -1.23
C -1.279 -2.437 -0.126 1.24
C 0.080 -2.590 0.477 -0.89
N 0.549 -1.353 1.089 0.72
C -0.317 -0.967 2.187 -1.36
C 1.931 -1.440 1.522 -0.15
C 2.465 -0.106 2.059 -0.71
C 3.963 -0.258 1.830 -0.62
O 4.102 -0.979 0.621 -0.45
C 2.915 -1.713 0.369 -0.51
C -2.108 1.137 -0.988 1.03
O -3.422 0.959 -0.656 -0.44
C -4.226 2.095 -0.448 -1.04
C -1.539 2.374 -1.229 -0.44
H 1.835 3.479 -3.075 0.32
H 2.271 3.591 -1.346 0.32
H 1.719 5.039 -2.224 0.26
H 1.629 1.402 -1.959 0.42
H 0.615 -0.774 -1.537 0.60
H -3.823 -1.138 -1.499 0.22
H -2.264 -4.391 0.300 0.53
H 0.793 -2.883 -0.300 0.40
H 0.042 -3.415 1.213 0.41
H -0.084 0.049 2.498 0.30
H -1.350 -0.992 1.848 0.51
H -0.217 -1.639 3.054 0.34
H 2.057 -2.221 2.300 0.33
H 2.227 0.067 3.106 0.41
H 2.061 0.702 1.448 0.26
H 4.488 0.693 1.718 0.36
H 4.425 -0.822 2.655 0.30
H 3.168 -2.775 0.279 0.30
H 2.495 -1.361 -0.579 0.15
H -5.198 1.713 -0.139 0.27
H -4.342 2.679 -1.367 0.37
H -3.821 2.735 0.341 0.38
H -2.109 3.286 -1.162 0.48
```

Properties
Energy above the lowest of the compared OMol25 structures with the same formula, charge and spin: 93.8 kcal per mole
Total charge: 0
HOMO: -7.840 eV
SMILES: COc1ccc(-c2[nH]ncc2CN(C)[C@@H]2CCOC2)c(OC)c1
Max |F|: 0.79 eV/A
Total energy: -28613.487 eV
LUMO energy: 0.67 eV
Spin multiplicity: 1

***

# 3
Formula: C39H51F6KN5O7P2S
Source: the Open Molecules 2025 dataset
Level of theory: the ωB97M-V functional and the def2-TZVPD basis

The geometry in XYZ format:
```
112
Properties=species:S:1:pos:R:3:mulliken_charge:R:1
K 0.977 0.258 0.083 0.87
N -2.184 -2.514 1.425 -0.07
C -1.828 -3.757 0.759 -0.67
C -0.476 -3.749 0.063 0.44
O -0.363 -4.319 -1.022 -0.71
N 0.539 -3.099 0.715 0.09
C 1.799 -3.415 0.301 -1.13
C 2.086 -2.671 -1.383 0.55
O 2.698 -3.424 -2.099 -0.67
O 1.575 -1.566 -1.412 -0.11
H -3.189 -2.395 1.473 0.32
H -1.820 -1.674 0.979 -0.26
H -2.539 -4.085 -0.009 0.14
H -1.773 -4.562 1.506 0.42
H 2.043 -4.449 0.054 0.33
H 2.584 -2.879 0.838 0.43
O 2.918 3.980 0.065 -0.51
C 1.842 3.283 -0.317 -0.16
O 1.896 2.379 -1.111 -0.55
C 0.575 3.694 0.383 0.51
C 0.442 4.947 0.960 -0.70
C -0.774 5.211 1.583 -0.46
C -1.742 4.223 1.640 -0.91
C -1.479 2.970 1.080 -0.16
N -0.342 2.738 0.439 0.73
C -2.474 1.791 1.234 0.48
O -3.579 2.106 1.723 -0.89
O -2.045 0.670 0.890 -0.43
H 3.694 3.412 -0.125 0.42
H 1.249 5.663 0.923 0.56
H -0.956 6.178 2.039 0.39
H -2.699 4.363 2.125 0.55
S -3.115 -1.600 5.835 -0.24
C -1.793 -0.978 4.827 0.04
C -0.862 -1.821 4.248 -0.45
C 0.106 -1.267 3.422 -0.37
N 0.178 0.031 3.147 -0.07
C -0.728 0.829 3.701 -0.51
C -1.729 0.381 4.550 -0.42
C -2.215 -2.344 7.158 0.27
C -1.189 -1.692 7.838 -0.22
C -0.567 -2.341 8.888 -0.30
N -0.897 -3.561 9.319 -0.63
C -1.877 -4.173 8.664 -0.27
C -2.554 -3.623 7.584 -0.27
H -0.901 -2.892 4.392 0.44
H 0.816 -1.910 2.917 0.45
H -0.666 1.882 3.450 0.59
H -2.463 1.069 4.946 0.50
H -0.871 -0.702 7.537 0.39
H 0.242 -1.847 9.416 0.35
H -2.139 -5.171 9.002 0.34
H -3.329 -4.184 7.078 0.37
F 2.940 1.026 1.375 -0.72
P 4.572 0.850 1.467 1.58
F 6.172 0.691 1.517 -0.37
F 4.732 1.928 0.218 -0.43
F 4.469 -0.346 0.390 -0.35
F 4.630 2.087 2.497 -0.40
F 4.392 -0.185 2.682 -0.39
C -4.111 3.517 -5.427 -0.72
C -4.109 3.560 -3.905 -1.04
C -3.861 2.160 -3.336 -0.30
C -2.758 1.378 -4.103 0.62
C -1.897 2.357 -4.902 -0.79
C -2.725 3.101 -5.955 -0.97
P -1.744 0.393 -2.882 0.39
C -0.376 -0.390 -3.883 0.82
C 0.873 0.507 -3.925 -0.91
C 2.116 -0.303 -4.314 -0.45
C 1.790 -1.384 -5.357 -0.78
C 0.572 -0.989 -6.180 -0.91
C -0.679 -0.951 -5.292 -0.74
C -2.828 -1.072 -2.497 0.73
C -3.833 -0.725 -1.381 0.49
C -4.715 -1.937 -1.106 -0.24
C -5.645 -2.214 -2.297 -0.99
C -5.055 -1.683 -3.608 -0.70
C -3.535 -1.826 -3.658 -0.93
H -4.412 4.478 -5.852 0.41
H -4.865 2.791 -5.747 0.35
H -5.054 3.949 -3.519 0.53
H -3.333 4.248 -3.556 0.31
H -4.796 1.596 -3.380 0.12
H -3.602 2.239 -2.277 -0.08
H -3.243 0.712 -4.827 0.35
H -1.079 1.835 -5.400 -0.08
H -1.424 3.062 -4.211 0.34
H -2.846 2.457 -6.832 0.29
H -2.169 3.979 -6.296 0.47
H -0.095 -1.232 -3.236 0.24
H 1.016 0.997 -2.962 -0.21
H 0.725 1.319 -4.644 0.58
H 2.529 -0.775 -3.424 -0.13
H 2.881 0.378 -4.701 0.53
H 1.586 -2.331 -4.848 0.27
H 2.655 -1.567 -6.000 0.51
H 0.411 -1.680 -7.014 0.53
H 0.743 -0.003 -6.628 0.28
H -1.067 -1.966 -5.193 0.33
H -1.464 -0.373 -5.791 0.09
H -2.111 -1.766 -2.038 -0.25
H -4.468 0.115 -1.672 0.30
H -3.297 -0.391 -0.491 -0.63
H -5.296 -1.800 -0.190 0.41
H -4.064 -2.800 -0.932 -0.26
H -6.620 -1.747 -2.126 0.32
H -5.831 -3.290 -2.386 0.38
H -5.310 -0.626 -3.725 0.01
H -5.512 -2.195 -4.460 0.57
H -3.184 -1.481 -4.622 0.31
H -3.272 -2.889 -3.614 0.44
```

Properties
Energy above the lowest of the compared OMol25 structures with the same formula, charge and spin: 5.6 kcal per mole
Total charge: -2
HOMO (alpha / beta): -2.789 / -3.678 eV
Max |F|: 1.02 eV/A
Total energy: -125108.681 eV
LUMO energy (alpha / beta): 3.68 / 3.68 eV
Spin multiplicity: 2
Expectation value of S²: 0.76

***

# 4
Formula: C27H37F7O27S2
Source: the Open Molecules 2025 dataset
Level of theory: the ωB97M-V functional and the def2-TZVPD basis

The geometry in XYZ format:
```
100
Properties=species:S:1:pos:R:3:mulliken_charge:R:1
O -2.240 3.073 -4.153 -0.61
S -1.058 2.677 -4.928 1.06
O 0.272 3.004 -4.475 -0.50
O -1.152 1.096 -5.298 -0.24
C -2.274 0.340 -4.920 0.29
C -2.615 -0.881 -5.847 -1.32
C -1.210 3.293 -6.655 -1.07
H -3.231 0.826 -5.107 0.35
H -2.292 -0.123 -3.934 0.01
H -2.601 -0.576 -6.893 0.40
H -3.545 -1.424 -5.679 0.34
H -1.855 -1.640 -5.662 0.30
H -1.591 4.305 -6.794 0.35
H -1.798 2.620 -7.278 0.36
H -0.252 2.976 -7.069 0.38
O 2.466 3.851 0.240 -0.50
S 3.441 4.045 -0.844 1.08
O 4.171 5.294 -0.961 -0.64
O 4.601 2.808 -0.895 -0.49
C 4.031 1.522 -0.562 1.25
C 5.242 0.644 -0.438 -1.67
C 2.523 3.580 -2.457 -0.80
H 3.493 1.016 -1.364 0.23
H 3.559 1.452 0.418 -0.43
H 5.781 0.561 -1.381 0.41
H 5.140 -0.371 -0.054 0.21
H 5.871 1.125 0.311 0.44
H 3.354 3.379 -3.133 0.45
H 1.912 4.464 -2.639 0.46
H 1.916 2.675 -2.427 0.01
C -0.545 -2.782 -2.816 0.39
C 0.566 -3.600 -3.543 0.26
O 1.637 -2.761 -3.738 -0.32
C 1.549 -1.722 -2.905 0.35
O 2.308 -0.732 -2.839 -0.52
O 0.276 -1.710 -2.372 0.12
F 0.187 -3.969 -4.764 -0.30
H -1.040 -3.400 -2.066 -0.28
H -1.152 -2.430 -3.650 -0.08
H 0.868 -4.481 -2.977 0.30
C -2.206 -1.513 2.570 1.04
C -3.252 -1.745 3.680 0.53
O -2.631 -2.714 4.507 -0.35
C -1.498 -3.117 3.967 0.58
O -0.854 -3.984 4.446 -0.57
O -1.314 -2.585 2.732 -0.23
F -4.360 -2.238 3.099 -0.29
H -1.703 -0.553 2.682 -0.41
H -2.607 -1.655 1.566 -0.59
H -3.386 -0.790 4.189 0.29
C -4.060 -3.923 0.086 -0.28
C -3.700 -4.592 -1.162 0.44
O -4.044 -3.658 -2.119 -0.32
C -3.768 -2.465 -1.720 0.58
O -3.577 -1.417 -2.390 -0.50
O -3.973 -2.609 -0.293 -0.25
F -4.536 -5.573 -1.126 -0.31
H -3.347 -4.022 0.904 0.01
H -4.910 -4.291 0.659 0.36
H -2.681 -4.968 -1.255 0.30
C 2.300 -3.470 3.494 -0.34
C 2.715 -1.997 3.582 1.10
O 3.934 -2.010 2.825 -0.16
C 4.346 -3.215 2.555 0.69
O 5.323 -3.352 1.788 -0.05
O 3.507 -4.151 3.061 -0.29
F 2.775 -1.861 4.909 -0.27
H 1.643 -3.739 2.667 0.17
H 1.990 -3.879 4.455 0.34
H 1.971 -1.337 3.137 -0.18
C -2.547 3.420 4.669 -0.79
C -1.554 2.323 4.545 0.83
O -1.870 1.851 3.233 0.14
C -3.107 2.200 2.901 0.40
O -3.689 1.822 1.876 -0.55
O -3.597 3.009 3.793 -0.35
F -1.875 1.419 5.490 -0.34
H -2.139 4.312 4.192 0.35
H -2.773 3.592 5.721 0.41
H -0.571 2.773 4.685 -0.08
C 2.366 2.060 3.373 0.76
C 2.315 3.253 4.198 0.61
O 3.703 3.401 4.489 -0.37
C 4.429 2.416 4.099 0.57
O 5.628 2.391 4.121 -0.54
O 3.588 1.458 3.706 -0.22
F 1.626 3.050 5.390 -0.34
H 2.338 2.125 2.285 -0.73
H 1.553 1.345 3.496 -0.14
H 1.889 4.115 3.685 0.37
C -1.663 0.282 -0.761 0.99
C -0.887 1.528 -1.009 1.08
O 0.341 1.152 -0.506 0.12
C 0.183 0.119 0.319 -0.36
O 1.065 -0.307 1.131 -0.55
O -1.045 -0.338 0.264 0.36
F -1.442 2.479 -0.191 -0.30
H -1.672 -0.299 -1.683 -1.54
H -2.653 0.587 -0.422 0.65
H -0.748 1.862 -2.037 -0.52
```

Properties
Total charge: +1
HOMO (alpha / beta): -12.661 / -12.660 eV
Max |F|: 6.02 eV/A
Total energy: -124558.614 eV
LUMO energy (alpha / beta): -4.08 / -10.02 eV
Spin multiplicity: 2
Expectation value of S²: 0.75

***

# 5
Formula: C17H48O7
Source: the Open Molecules 2025 dataset
Level of theory: the ωB97M-V functional and the def2-TZVPD basis

The geometry in XYZ format:
```
72
Properties=species:S:1:pos:R:3:mulliken_charge:R:1
C -4.557 -4.302 5.817 -1.12
C -4.959 -4.873 7.229 0.41
C -6.452 -4.699 7.404 -1.31
O -4.732 -6.226 7.303 -0.53
H -3.530 -4.526 5.531 0.35
H -4.648 -3.216 5.799 0.32
H -5.261 -4.708 5.089 0.29
H -4.440 -4.343 8.027 0.25
H -6.948 -5.191 6.567 0.34
H -6.737 -3.647 7.427 0.36
H -6.765 -5.210 8.314 0.31
H -3.781 -6.344 7.254 0.33
C -1.645 3.741 -6.952 -1.27
C -1.056 4.931 -6.199 0.37
C 0.384 4.816 -5.723 -1.08
O -1.015 5.923 -7.206 -0.58
H -2.459 3.961 -7.642 0.35
H -1.983 3.031 -6.197 0.35
H -0.842 3.314 -7.553 0.34
H -1.753 5.271 -5.432 0.30
H 0.819 5.655 -5.180 0.31
H 1.003 4.606 -6.596 0.26
H 0.403 3.904 -5.126 0.31
H -0.696 5.608 -8.054 0.33
C 4.956 -3.595 -4.781 -1.20
C 4.149 -2.364 -5.108 0.48
C 2.931 -2.676 -5.904 -1.32
O 3.779 -1.652 -3.977 -0.55
H 4.222 -4.196 -4.244 0.31
H 5.916 -3.498 -4.275 0.32
H 5.241 -4.087 -5.711 0.32
H 4.796 -1.688 -5.666 0.29
H 2.436 -1.718 -6.065 0.29
H 2.206 -3.303 -5.385 0.35
H 3.161 -3.081 -6.889 0.36
H 4.529 -1.074 -3.819 0.33
C 5.006 -5.138 2.727 -1.14
C 6.221 -6.048 3.246 0.26
C 6.822 -6.937 2.161 -1.10
O 7.191 -5.158 3.690 -0.54
H 4.519 -4.582 3.528 0.31
H 4.177 -5.689 2.281 0.33
H 5.418 -4.381 2.060 0.32
H 5.875 -6.711 4.038 0.30
H 6.106 -7.687 1.827 0.34
H 7.729 -7.444 2.489 0.30
H 7.059 -6.255 1.343 0.26
H 7.315 -4.462 3.040 0.35
C 0.915 9.977 0.181 -1.27
C 0.386 9.119 1.336 0.53
C -0.245 7.716 0.975 -1.16
O 1.464 8.953 2.248 -0.54
H 0.043 10.183 -0.440 0.36
H 1.696 9.500 -0.411 0.33
H 1.345 10.920 0.522 0.32
H -0.340 9.784 1.804 0.15
H -1.096 7.799 0.299 0.33
H -0.506 7.170 1.881 0.35
H 0.479 7.101 0.441 0.33
H 1.165 8.345 2.928 0.30
C -0.764 0.241 0.782 -0.50
O -0.943 -0.062 -0.574 -0.50
H -1.688 0.267 1.359 0.23
H -0.191 -0.530 1.298 0.24
H -0.164 1.146 0.883 0.23
H -0.096 -0.166 -1.014 0.30
C -8.330 -0.167 1.611 -0.52
O -9.396 -0.982 2.049 -0.50
H -7.348 -0.238 2.079 0.24
H -8.164 -0.229 0.535 0.23
H -8.698 0.847 1.771 0.24
H -9.639 -0.743 2.947 0.30
```

Properties
Energy above the lowest of the compared OMol25 structures with the same formula, charge and spin: 56.4 kcal per mole
Total charge: 0
HOMO: -9.961 eV
SMILES: CC(C)O.CC(C)O.CC(C)O.CC(C)O.CC(C)O.CO.CO
Max |F|: 2.58 eV/A
Total energy: -32736.758 eV
LUMO energy: 0.36 eV
Spin multiplicity: 1

***

Question: Number 5 is which compound?
Answer: C17H48O7

***

Question: Look up the total charge of the fifth one.
Answer: 0

***

Question: What is the formula in the fifth record?
Answer: C17H48O7